41
Properties=species:S:1:pos:R:3 method="wB97M-V/def2-TZVPD" e_above_lowest_kj_mol=0.0 spin_multiplicity=1 total_energy_ev=-115853.309 total_charge=-1
Al 0.9869 -0.6208 -1.6515
Cl 1.0253 -2.7476 -1.8300
Cl 1.6733 0.7079 -0.0981
C 2.2832 -0.1396 -3.0373
H 2.9031 0.7366 -2.8077
H 2.8627 -0.9390 -3.5086
C -0.1239 0.5226 -2.9447
C 1.0177 0.3142 -3.8712
H -0.0227 1.4643 -2.3669
C 0.7554 -0.6939 -4.9916
H 1.2950 1.2772 -4.3293
C -0.5542 -0.3857 -5.7233
H 1.5988 -0.6906 -5.6967
H 0.7142 -1.7199 -4.6043
C -1.7561 -0.3660 -4.7877
H -0.4510 0.5936 -6.2040
H -0.7248 -1.1263 -6.5146
C -1.5271 0.4833 -3.5335
H -2.6299 0.0071 -5.3346
H -2.0137 -1.3974 -4.5181
H -1.8227 1.5302 -3.7537
H -2.2581 0.1601 -2.7693
C 1.9118 -0.2740 3.0655
N 0.4864 -0.1171 3.2611
C -0.5098 -0.7923 2.5828
Se -0.4036 -1.8940 1.1330
N -1.6558 -0.5024 3.2915
C -1.3842 0.2535 4.4322
C -2.1098 0.3937 5.6002
C -1.4306 0.8975 6.7190
C -0.0640 1.2365 6.6518
C 0.6718 1.0575 5.4746
C -0.0246 0.5423 4.3755
H 2.0787 -0.8541 2.1567
H 2.3625 -0.7670 3.9375
H 2.3605 0.7192 2.9525
H -2.5580 -0.9132 3.0642
H -3.1633 0.0993 5.6038
H -1.9559 1.0258 7.6650
H 0.4296 1.6340 7.5388
H 1.7269 1.2845 5.3708

=====

48
Properties=species:S:1:pos:R:3 method="wB97M-V/def2-TZVPD" e_above_lowest_kj_mol=289.5 spin_multiplicity=1 smiles="COc1ccc(CC2(C3C=CC=CC=C3)C(=O)OC(C)(C)OC2=O)cc1" total_energy_ev=-32369.185
C 3.6361 -4.4827 -2.7961
O 2.2173 -4.6133 -2.5498
C 1.5484 -3.5867 -1.9652
C 0.1467 -3.7155 -1.8027
C -0.6012 -2.6973 -1.2380
C -0.0053 -1.4917 -0.8125
C -0.8187 -0.2781 -0.3674
C -1.0313 -0.0834 1.1501
C -1.7366 1.1880 1.7232
C -0.7756 1.9314 2.5901
C -0.8865 2.4680 3.8364
C -1.8370 2.4369 4.8773
C -3.0727 1.8625 4.8049
C -3.5567 1.2270 3.6518
C -3.0132 0.8641 2.4573
C 0.3309 -0.1700 1.8159
O 1.3788 0.1022 1.2742
O 0.2993 -0.4611 3.1411
C -0.5510 -1.5727 3.5116
C 0.0603 -2.8490 2.9633
C -0.7517 -1.4014 4.9962
O -1.8833 -1.4844 2.9211
C -1.9455 -1.2112 1.5833
O -2.7726 -1.7310 0.8626
C 1.3802 -1.3936 -0.9757
C 2.1601 -2.3970 -1.5264
H 3.9025 -5.4360 -3.2499
H 3.8507 -3.6585 -3.4914
H 4.1993 -4.3345 -1.8637
H -0.2966 -4.6577 -2.1124
H -1.6761 -2.8305 -1.1182
H -0.3200 0.6327 -0.7281
H -1.8220 -0.3845 -0.7936
H -2.0172 1.8067 0.8516
H 0.2232 2.0896 2.1501
H -0.0110 3.0679 4.1100
H -1.5445 2.8854 5.8305
H -3.7099 1.8563 5.6933
H -4.5979 0.9108 3.7632
H -3.7224 0.2159 1.9216
H 0.0964 -2.7808 1.8615
H 1.0693 -2.9518 3.3730
H -0.6032 -3.6654 3.2637
H -1.2215 -0.4398 5.2080
H -1.3939 -2.1939 5.3666
H 0.2105 -1.4328 5.5002
H 1.8934 -0.5072 -0.6306
H 3.2423 -2.2761 -1.5922

=====

96
Properties=species:S:1:pos:R:3 method="wB97M-V/def2-TZVPD" e_above_lowest_kj_mol=126.1 spin_multiplicity=1 total_energy_ev=-118676.816
Sr 9.1832 -22.5674 -21.6169
O 8.6464 -21.8517 -24.0458
C 7.4295 -22.4473 -24.4232
C 6.2985 -22.3966 -23.3667
O 6.6076 -22.9630 -22.0949
H 7.5883 -23.5203 -24.6462
H 7.1322 -21.9973 -25.3886
H 5.4092 -22.9071 -23.7779
H 5.9349 -21.3724 -23.1736
C 4.6640 -19.5665 -21.2205
N 4.2743 -18.3325 -20.4871
O 5.1029 -17.9408 -19.6902
O 3.2600 -17.7741 -20.8107
H 4.7199 -20.3372 -20.4604
H 5.6307 -19.3959 -21.6859
H 3.9457 -19.8402 -21.9868
C 4.5021 -23.9879 -26.8402
C 4.5784 -22.5592 -27.4210
O 3.4074 -21.9068 -26.9778
S 2.2917 -22.9532 -26.4113
O 1.1324 -22.9307 -27.2533
O 2.1211 -22.6484 -25.0112
O 3.1433 -24.3190 -26.6472
H 5.0387 -23.9856 -25.8822
H 5.0399 -24.7432 -27.4092
H 4.5597 -22.7262 -28.5020
H 5.4721 -22.0233 -27.1168
C 5.1693 -18.8092 -25.1290
C 6.6487 -18.6125 -24.9257
O 6.7439 -17.4491 -24.0742
S 5.6475 -16.3965 -24.5909
O 6.2028 -15.5485 -25.6119
O 4.9932 -15.7913 -23.4623
O 4.6506 -17.4833 -25.3111
H 4.6866 -19.3330 -24.3062
H 5.0398 -19.3472 -26.0681
H 7.1508 -18.3213 -25.8506
H 7.1296 -19.4405 -24.4106
C 5.9029 -26.9109 -22.2083
C 6.8086 -26.0276 -23.1159
O 7.6409 -26.9010 -23.8632
S 7.4105 -28.4304 -23.4026
O 8.2579 -28.6900 -22.2955
O 7.3749 -29.3352 -24.5215
O 5.8823 -28.1447 -22.9458
H 4.8965 -26.5423 -22.0509
H 6.3815 -27.1342 -21.2530
H 7.3543 -25.3066 -22.5125
H 6.1728 -25.4246 -23.7628
C 11.0800 -20.7607 -25.8785
C 9.8511 -20.5225 -26.7934
O 10.4118 -20.2277 -28.0749
S 11.9424 -19.6409 -27.9075
O 11.8741 -18.2925 -27.4055
O 12.6593 -19.9178 -29.0930
O 12.2639 -20.6680 -26.6690
H 11.0298 -21.7066 -25.3561
H 11.0922 -19.9599 -25.1396
H 9.3268 -19.6199 -26.4902
H 9.2426 -21.4136 -26.8982
C 8.3776 -22.2939 -17.9791
O 8.7956 -22.0707 -19.1186
N 7.1263 -22.0043 -17.6165
C 6.6242 -22.2816 -16.2980
C 6.1296 -21.5368 -18.5620
H 8.9418 -22.6858 -17.1231
H 7.2642 -22.7964 -15.5791
H 5.6764 -22.8224 -16.2840
H 6.4020 -21.3640 -15.7388
H 6.4550 -21.2750 -19.5631
H 5.3153 -22.2455 -18.7324
H 5.6950 -20.6511 -18.0894
C 11.7252 -24.8190 -22.9923
O 10.9974 -23.9588 -22.4896
N 11.7113 -25.1542 -24.2698
C 12.4157 -26.3281 -24.7569
C 10.5799 -24.6725 -25.0861
H 12.4436 -25.4021 -22.4016
H 13.2766 -26.5609 -24.1324
H 12.6618 -26.1399 -25.7977
H 11.7826 -27.2161 -24.6642
H 10.9233 -24.6236 -26.1169
H 9.7316 -25.3396 -24.9240
H 10.2493 -23.6756 -24.7908
C 3.6989 -24.2314 -20.5181
O 2.5438 -23.9822 -20.7940
N 4.1002 -25.0936 -19.5511
C 3.1010 -25.7449 -18.7284
C 5.4331 -25.0642 -19.0055
H 4.5205 -23.7215 -21.0512
H 3.2089 -26.8277 -18.6690
H 2.0817 -25.4412 -18.9474
H 3.2054 -25.4058 -17.6871
H 5.9470 -26.0199 -19.1307
H 6.0465 -24.2855 -19.4571
H 5.3789 -24.8227 -17.9396

=====

74
Properties=species:S:1:pos:R:3 method="wB97M-V/def2-TZVPD" spin_multiplicity=1 total_energy_ev=-54305.077 total_charge=+1
Al 0.9151 -0.9914 -0.5862
C 7.2939 2.2440 0.6465
C 6.8698 2.2093 -0.8152
C 7.0874 3.5184 -1.5561
C 6.2221 4.6217 -0.9660
C 4.7841 4.1829 -0.8840
C 3.7652 5.1035 -0.8430
C 2.4327 4.6918 -0.7848
F 1.4877 5.6344 -0.7456
C 2.0764 3.3765 -0.7806
C 3.0963 2.4133 -0.8262
C 2.7595 1.0129 -0.8349
O 1.5049 0.6891 -0.7844
C 3.8057 0.0845 -0.9031
C 5.1059 0.5543 -0.9244
N 5.4306 1.8357 -0.9033
C 4.4429 2.8126 -0.8677
C 3.6418 -1.4148 -0.9530
O 4.6078 -2.1234 -1.0513
O 2.4018 -1.8604 -0.9002
H 8.3430 2.5300 0.7174
H 7.1770 1.2629 1.1066
H 6.7016 2.9585 1.2187
H 7.4058 1.4130 -1.3312
H 6.8443 3.3782 -2.6118
H 8.1432 3.7804 -1.4976
H 6.2889 5.5243 -1.5728
H 6.5785 4.8925 0.0309
H 3.9828 6.1640 -0.8644
H 1.0406 3.0731 -0.7481
H 5.9152 -0.1649 -0.9562
C -6.2045 -3.5796 2.8148
C -5.7126 -2.3740 3.6280
C -6.0002 -2.6432 5.1049
C -6.4919 -1.1209 3.2049
C -4.2231 -2.1548 3.3580
C -3.2646 -2.1940 4.3730
C -1.9038 -1.9972 4.1383
C -1.5328 -1.7566 2.8396
O -0.2714 -1.5320 2.3161
B -0.4524 -1.3533 0.9606
O -1.8114 -1.4558 0.6283
C -2.4666 -1.7124 1.8251
C -3.8072 -1.9049 2.0438
H -7.2661 -3.7491 3.0035
H -5.6594 -4.4835 3.0921
H -6.0787 -3.4243 1.7423
H -7.0716 -2.7966 5.2397
H -5.7055 -1.8023 5.7350
H -5.4903 -3.5405 5.4596
H -7.5584 -1.2639 3.3880
H -6.3621 -0.9037 2.1436
H -6.1617 -0.2486 3.7717
H -3.5743 -2.3865 5.3892
H -1.1788 -2.0353 4.9390
H -4.5095 -1.8639 1.2218
C -1.6070 -0.6726 -4.7128
C -2.2539 -0.8939 -3.3503
C -3.4067 0.0823 -3.1476
C -2.7550 -2.3332 -3.2108
N -1.2765 -0.5352 -2.2899
N -0.1523 -1.4341 -2.2062
H -2.3419 -0.8297 -5.5019
H -0.7912 -1.3752 -4.9041
H -1.2247 0.3452 -4.7937
H -4.1670 -0.0726 -3.9123
H -3.0530 1.1112 -3.2105
H -3.8771 -0.0652 -2.1725
H -3.5645 -2.5137 -3.9176
H -3.1394 -2.5184 -2.2049
H -1.9819 -3.0727 -3.4358
H -1.7464 -0.6092 -1.3887
H 0.4003 -1.3308 -3.0547
H -0.4554 -2.4123 -2.1745

=====

Number 1: LUMO 2.40 eV. Number 2: LUMO -0.27 eV. Number 3: LUMO -0.88 eV. Number 4: LUMO -3.36 eV.